{"formula": "C45H106N10O13", "method": "the ωB97M-V functional and the def2-TZVPD basis", "homo_lumo_gap_ev": 7.87, "spin_multiplicity": 1, "smiles": "CC1(C)CCCC(C)(C)N1O.CC1(C)CCCC(C)(C)N1O.CC1(C)CCCC(C)(C)N1O.CC1(C)CCCC(C)(C)N1O.NC(N)=O.NC(N)=O.NC(N)=O.OCCO.OCCO.OCCO", "energy_ev": -89897.283, "max_force_ev_per_a": 3.27, "molar_mass_g_mol": 995.40, "species": ["C", "C", "O", "O", "H", "H", "H", "H", "H", "H", "C", "C", "O", "O", "H", "H", "H", "H", "H", "H", "C", "C", "O", "O", "H", "H", "H", "H", "H", "H", "C", "O", "N", "N", "H", "H", "H", "H", "C", "O", "N", "N", "H", "H", "H", "H", "C", "O", "N", "N", "H", "H", "H", "H", "C", "C", "C", "C", "C", "C", "N", "O", "C", "C", "C", "H", "H", "H", "H", "H", "H", "H", "H", "H", "H", "H", "H", "H", "H", "H", "H", "H", "H", "H", "C", "C", "C", "C", "C", "C", "N", "O", "C", "C", "C", "H", "H", "H", "H", "H", "H", "H", "H", "H", "H", "H", "H", "H", "H", "H", "H", "H", "H", "H", "C", "C", "C", "C", "C", "C", "N", "O", "C", "C", "C", "H", "H", "H", "H", "H", "H", "H", "H", "H", "H", "H", "H", "H", "H", "H", "H", "H", "H", "H", "C", "C", "C", "C", "C", "C", "N", "O", "C", "C", "C", "H", "H", "H", "H", "H", "H", "H", "H", "H", "H", "H", "H", "H", "H", "H", "H", "H", "H", "H"], "xyz": [[-1.1266, 0.8860, 3.1824], [-2.3486, 1.5231, 3.8502], [-2.0552, 1.7289, 5.2465], [-1.3909, -0.4983, 2.9518], [-0.1735, 1.0681, 3.6750], [-1.2411, 1.2484, 2.1547], [-3.1956, 0.8706, 3.6333], [-2.5239, 2.5070, 3.4166], [-1.8643, 0.8641, 5.6220], [-0.8178, -1.0547, 3.5038], [-1.0022, 1.1096, -4.8504], [-1.1066, 1.8624, -6.1662], [0.1087, 2.3746, -6.6714], [-0.0406, 0.0712, -5.0673], [-1.9003, 0.8391, -4.2931], [-0.6246, 1.7979, -4.0841], [-1.7935, 2.7118, -6.1523], [-1.6960, 1.2145, -6.8249], [0.6267, 1.6066, -6.9367], [0.8651, 0.3863, -4.9685], [2.3498, 3.2223, -4.2195], [3.1081, 2.0206, -3.7158], [2.5114, 0.8379, -4.2742], [3.1237, 4.3871, -4.2378], [1.3837, 3.2966, -3.7103], [2.0750, 3.0557, -5.2622], [2.9802, 1.9734, -2.6302], [4.1497, 2.0289, -4.0363], [3.1926, 0.1624, -4.3555], [3.5899, 4.5388, -3.4106], [3.2582, 2.4073, 1.1998], [4.4814, 2.5568, 1.2206], [2.5061, 2.8765, 0.1779], [2.5724, 1.7514, 2.1432], [2.9244, 3.5095, -0.4813], [1.6842, 2.3757, -0.1427], [3.1220, 1.4141, 2.9151], [1.6746, 1.3880, 1.8627], [-1.8264, -2.8569, -3.0589], [-0.9192, -2.7457, -2.2590], [-2.8501, -3.7519, -2.9623], [-2.2272, -1.9961, -4.0270], [-3.6942, -3.6267, -3.4787], [-2.8260, -4.2976, -2.1131], [-2.9618, -2.3591, -4.5972], [-1.6095, -1.2740, -4.3675], [0.2682, 0.2695, -0.7947], [0.1407, 1.4656, -0.5058], [-0.2129, -0.7008, 0.0009], [0.7927, -0.1051, -1.9414], [-0.3705, -1.5976, -0.4359], [-0.6881, -0.3817, 0.8294], [1.3076, 0.6561, -2.3507], [0.7627, -1.0523, -2.2825], [-5.2300, -1.5950, 3.5488], [-5.7454, -1.4133, 2.1017], [-6.6674, -0.2218, 2.2275], [-7.1296, 0.4444, 0.9063], [-5.8456, 0.8022, 0.1130], [-4.7227, -0.3128, -0.0696], [-4.6373, -1.0487, 1.1679], [-3.4877, -1.8135, 1.3248], [-5.0506, -1.3129, -1.2124], [-3.4617, 0.4937, -0.3790], [-6.4293, -2.6871, 1.5638], [-6.0132, -1.4428, 4.2934], [-4.3587, -0.9798, 3.7708], [-4.9337, -2.6100, 3.8290], [-7.5821, -0.7561, 2.5096], [-6.3937, 0.4582, 3.0309], [-7.7413, 1.3116, 1.1564], [-7.7437, -0.1492, 0.2273], [-5.2901, 1.6136, 0.5848], [-6.1855, 1.0842, -0.8849], [-5.4298, -2.2953, -0.9487], [-5.7560, -0.8639, -1.9243], [-4.2779, -1.2976, -1.9877], [-3.1353, 0.8185, 0.6105], [-2.7222, -0.0514, -0.9651], [-3.6941, 1.3514, -1.0134], [-7.1965, -2.9968, 2.2745], [-5.6480, -3.4300, 1.4119], [-6.9012, -2.3956, 0.6257], [-2.8985, -1.2934, 1.8853], [3.3869, -2.0244, -2.4240], [4.6664, -2.1934, -1.5915], [4.4998, -3.6839, -1.0836], [5.8126, -4.2482, -0.5192], [6.8200, -4.2355, -1.6744], [7.0776, -2.8171, -2.3159], [5.7562, -2.1872, -2.6213], [5.8281, -0.9043, -3.2651], [8.0410, -2.0388, -1.4109], [7.6495, -3.0302, -3.7426], [4.7143, -1.2217, -0.4497], [3.5706, -2.4127, -3.4279], [3.1088, -0.9829, -2.5813], [2.5193, -2.5985, -2.0958], [3.7009, -3.6667, -0.3374], [4.0805, -4.3385, -1.8486], [5.6749, -5.2362, -0.0764], [6.2683, -3.6880, 0.3001], [6.7442, -5.0942, -2.3429], [7.7542, -4.4962, -1.1661], [7.6224, -1.8824, -0.4142], [8.9657, -2.5966, -1.2679], [8.2480, -1.0257, -1.7604], [7.9544, -2.0226, -4.0172], [8.3597, -3.8565, -3.7077], [6.8246, -3.4091, -4.3436], [5.1164, -0.2535, -0.7703], [5.4969, -1.5418, 0.2400], [3.7500, -0.9035, -0.0566], [6.1816, -0.3269, -2.5738], [3.2926, -2.0755, 4.9482], [2.4978, -2.8230, 3.8911], [3.2356, -4.2324, 3.7512], [2.4247, -5.2584, 2.9950], [0.9515, -5.2982, 3.4326], [0.2209, -3.9634, 3.5111], [1.0591, -3.0073, 4.2115], [0.4523, -1.7807, 4.5616], [-0.0981, -3.4987, 2.0663], [-1.0930, -4.2621, 4.2315], [2.6973, -2.0160, 2.5651], [3.2786, -2.6263, 5.8940], [4.3528, -2.1513, 4.7050], [2.9740, -1.0549, 5.1542], [4.1788, -4.1210, 3.2117], [3.5344, -4.4809, 4.7703], [2.4873, -5.1904, 1.9093], [2.9104, -6.1715, 3.3471], [0.8858, -5.8859, 4.3513], [0.4993, -5.9873, 2.7161], [0.7198, -3.2535, 1.3906], [-0.7299, -2.6114, 2.0514], [-0.6163, -4.3294, 1.5827], [-0.9681, -4.3997, 5.3095], [-1.5513, -5.2207, 3.9858], [-1.8501, -3.4852, 4.1120], [1.9812, -1.2200, 2.3537], [3.6544, -1.4957, 2.5107], [2.6511, -2.7605, 1.7700], [0.1256, -1.9834, 5.4445], [-3.6223, 4.3959, 1.2049], [-3.5443, 5.3219, -0.0060], [-3.6418, 6.7772, 0.4753], [-2.3756, 7.3428, 1.0806], [-1.1471, 7.0081, 0.1540], [-1.0176, 5.5408, -0.3415], [-2.3705, 5.1044, -0.8570], [-2.3527, 3.8010, -1.4288], [-0.0734, 5.5009, -1.5577], [-0.4579, 4.6490, 0.7559], [-4.8510, 5.0836, -0.7906], [-2.7016, 4.4032, 1.7904], [-3.6906, 3.3398, 0.9257], [-4.4502, 4.5373, 1.9005], [-3.7900, 7.3214, -0.4665], [-4.5766, 7.0848, 0.9453], [-2.1721, 6.8527, 2.0360], [-2.4275, 8.4214, 1.2214], [-0.2452, 7.3376, 0.6732], [-1.2219, 7.7187, -0.6724], [0.0635, 4.4781, -1.9105], [-0.4194, 6.1573, -2.3550], [0.9304, 5.8266, -1.2759], [-0.7188, 5.0662, 1.7287], [-0.7822, 3.6150, 0.6316], [0.6306, 4.6159, 0.7108], [-4.9953, 4.0282, -1.0268], [-4.8242, 5.6312, -1.7330], [-5.7049, 5.3660, -0.1747], [-1.9658, 3.2581, -0.7256]], "forces_ev_per_a": [[-2.102, -0.115, -1.708], [1.691, 0.211, 0.871], [-0.801, -0.099, -0.327], [0.220, -0.665, 0.421], [-0.049, 0.179, -0.107], [1.121, 0.675, -0.022], [-0.203, 0.075, 0.275], [-0.074, 0.055, 0.194], [-0.067, -0.007, 0.106], [0.143, -0.014, 0.079], [2.179, 1.740, 0.611], [-2.271, 0.388, -0.030], [-0.180, -0.824, 0.132], [-1.340, -0.921, 0.078], [-0.401, -0.854, -0.987], [0.536, 0.207, -0.113], [0.194, 0.251, 0.719], [0.805, -0.369, -0.688], [0.172, 0.064, -0.062], [0.061, 0.379, 0.416], [-0.291, -0.403, -1.025], [-0.306, -0.540, -0.112], [-0.044, -0.027, -0.143], [0.224, 0.628, 0.177], [0.088, 0.366, 0.372], [0.090, -0.095, -0.003], [0.605, -0.053, 0.179], [0.070, 0.373, 0.300], [0.017, -0.065, 0.070], [-0.169, -0.098, 0.146], [2.029, 0.359, -1.288], [-0.383, 0.284, 0.614], [-0.675, 0.415, -0.869], [-0.530, -0.405, 0.635], [0.356, -0.273, 0.130], [-0.389, 0.192, 0.200], [-0.308, -0.412, -0.126], [-0.061, -0.085, 0.584], [-2.476, 0.946, 0.158], [0.886, -0.140, -0.172], [1.013, -1.996, 1.508], [1.369, 1.180, -0.507], [-0.242, -0.155, 0.266], [-0.445, -0.095, -0.276], [0.103, 0.496, -0.620], [0.146, -0.192, -0.207], [-1.616, -0.082, 0.726], [0.471, 0.820, 0.634], [0.339, -0.193, 0.152], [0.780, 0.320, -0.871], [-0.293, -0.155, 0.435], [-0.311, -0.502, -0.021], [-0.046, -0.567, -0.856], [0.148, 0.128, -0.126], [0.416, -1.172, 0.224], [1.626, 0.322, -0.554], [-2.773, -1.170, -1.276], [2.215, 0.085, 0.128], [-0.180, -0.454, -0.095], [-1.993, -0.646, -0.339], [0.127, 1.463, 2.237], [0.222, -0.841, -0.479], [-0.271, 1.542, -1.929], [-0.189, -0.314, -0.078], [-0.010, 1.152, 0.485], [-0.182, 0.603, -0.242], [-0.210, 0.297, -0.055], [0.284, -0.216, -0.656], [-0.206, 0.437, 0.923], [0.211, 0.224, -0.345], [0.232, 0.237, -0.157], [-0.076, -0.571, 0.489], [-0.399, 0.297, 0.048], [0.478, 0.350, -0.111], [0.415, 0.030, 0.134], [-0.914, 0.036, 0.550], [0.831, -0.939, 0.635], [0.630, 0.275, -0.259], [0.237, -0.276, 0.583], [-0.216, 0.168, 0.218], [0.030, -0.386, -0.088], [-0.235, -0.196, -0.023], [-0.105, -0.398, -0.070], [0.176, 0.083, 0.154], [-0.168, 0.507, -1.069], [-1.453, -2.146, -1.516], [0.600, 0.826, 1.106], [-0.435, 0.151, -0.935], [1.175, 0.078, 1.245], [-0.820, -0.971, -0.828], [-0.530, -0.384, 1.240], [0.413, -0.707, 0.828], [-0.574, 0.297, 0.324], [-0.504, -0.219, 1.412], [1.509, 1.156, -0.342], [0.207, -0.093, 0.010], [-0.060, 0.008, 0.344], [0.034, 0.238, 0.602], [0.082, 0.207, 0.262], [0.460, 0.108, -0.395], [-0.009, -0.216, -0.371], [-0.448, 0.488, 0.008], [-0.758, 0.481, -0.579], [0.377, 0.195, -0.233], [-0.113, -0.217, 0.063], [0.100, 0.144, -0.246], [0.210, -0.112, -0.347], [0.581, -0.475, -0.824], [0.738, 0.617, -0.191], [0.008, 0.365, -0.191], [0.006, 0.092, -0.381], [-0.653, -0.073, 0.727], [-0.020, -0.760, 0.433], [0.024, 0.387, -0.115], [-0.191, -0.690, 1.256], [0.725, 0.430, -1.391], [-0.807, 1.985, -0.300], [-0.154, -0.341, 1.367], [1.176, -1.154, -0.195], [-0.027, -0.021, -1.590], [1.768, -1.159, 1.681], [-0.353, -0.167, -0.363], [-0.560, -0.332, -0.277], [-0.491, 0.347, 1.016], [-0.016, -0.539, -0.162], [-0.459, 0.080, 0.195], [-0.048, 0.510, -0.431], [0.098, 0.040, -0.277], [0.027, 0.528, 0.027], [-0.418, -0.671, -0.003], [0.278, 0.228, 0.036], [-0.318, -0.518, -0.714], [0.000, 0.526, 0.438], [-0.613, 0.424, -0.126], [0.407, -0.180, 0.472], [-0.213, -0.157, 0.098], [-0.361, 0.206, -0.086], [0.466, 0.327, 0.106], [0.172, 0.100, -0.768], [0.026, 0.047, -0.197], [-0.440, -0.269, 0.264], [0.247, -0.377, 0.170], [0.081, 0.404, -0.403], [0.001, 0.272, 0.118], [0.892, -1.249, 0.685], [-1.674, -0.514, 1.086], [0.596, 1.184, -2.027], [1.023, -1.400, -0.154], [-0.912, 0.732, 0.199], [-0.583, 0.347, -0.859], [0.144, 1.366, -0.224], [0.172, 0.602, 0.883], [0.251, 0.031, 0.321], [0.278, 0.154, 0.192], [0.452, -0.451, -0.353], [-0.106, 0.388, 0.180], [-0.144, -0.016, -0.400], [-0.134, 0.483, -0.240], [0.296, 0.175, -0.252], [0.102, -0.826, 0.778], [-0.155, 0.252, 0.286], [-0.027, -0.040, 0.108], [0.191, -0.427, 0.079], [-0.041, -0.372, -0.443], [-0.302, -0.005, -0.153], [-0.143, -0.197, -0.067], [-0.041, 0.213, 0.207], [-0.121, -0.416, 0.139], [0.001, -0.056, 0.327], [-0.001, 0.058, -0.027], [0.190, -0.043, -0.055], [-0.166, 0.133, 0.061], [0.027, 0.250, -0.068], [-0.001, -0.560, -0.183]], "mulliken_charge": [0.30, 0.16, -0.65, 0.37, 0.53, -0.56, -0.27, 0.02, 0.37, -0.07, 0.61, -1.03, -0.50, -0.63, 0.48, -0.42, 0.40, 0.32, 0.34, 0.38, 0.21, -0.08, -0.47, -0.58, -0.24, 0.15, 0.12, 0.39, 0.19, 0.35, 0.40, -0.76, 0.27, -0.14, 0.16, -0.19, 0.22, 0.02, 0.47, -0.59, -0.47, -0.20, 0.16, 0.24, 0.16, 0.18, -0.05, -0.45, 1.42, 1.15, -0.08, -0.90, -0.69, -0.01, -1.56, 1.45, -1.29, -1.10, -0.91, 1.72, 0.93, -0.39, -1.15, -1.16, -1.90, 0.45, 0.01, 0.41, 0.44, 0.37, 0.43, 0.44, 0.12, 0.50, 0.32, 0.38, -0.05, -0.23, 0.04, 0.37, 0.51, 0.28, 0.39, -0.07, -1.37, 1.97, -1.02, -0.63, -1.50, 1.76, 0.04, -0.41, -1.61, -1.94, -0.94, 0.52, -0.60, 0.47, -0.08, 0.49, 0.46, 0.35, 0.36, 0.51, 0.33, 0.45, 0.38, 0.41, 0.41, 0.41, 0.41, 0.20, -0.20, 0.37, -2.12, 1.57, -1.16, -0.34, -1.58, 2.28, 0.08, -0.30, -0.59, -2.31, -0.53, 0.55, 0.44, 0.32, 0.28, 0.49, 0.08, 0.46, 0.40, 0.52, -0.13, -0.61, 0.65, 0.50, 0.41, 0.25, -0.27, 0.71, -0.40, 0.28, -1.43, 2.39, -1.58, -0.62, -1.52, 2.27, -0.01, -0.31, -2.07, -1.71, -2.14, 0.11, -0.01, 0.66, 0.45, 0.40, 0.26, 0.47, 0.32, 0.44, 0.27, 0.48, 0.41, 0.36, -0.07, 0.70, 0.23, 0.49, 0.44, 0.11]}